91
Properties=species:S:1:pos:R:3 method="wB97M-V/def2-TZVPD" gap_ev="6.7720 / 5.7422" s2=6.0168 spin_multiplicity=5 total_charge=+3 e_homo_ev="-15.9 / -16.1" molar_mass_g_mol=1014.05
C 0.855 -7.097 -1.111
H -2.846 -1.533 3.831
H 0.916 -7.709 -2.000
C 0.583 1.562 -1.847
C -2.174 -4.240 1.305
C 0.871 3.629 -0.088
C 5.524 -0.683 0.370
C 3.470 0.278 2.705
S 0.354 -1.954 -2.749
C -3.550 2.829 4.406
H 2.951 -0.995 -8.537
O 0.420 -3.366 -2.566
C -2.585 1.854 4.196
C 4.114 -1.102 -0.032
S -1.054 -3.789 -0.037
N 0.646 1.233 -0.563
C -3.441 1.513 1.936
H 4.937 -3.249 2.077
H 1.950 -7.000 2.099
H 2.977 0.698 -8.057
H 4.049 -2.079 -5.848
N 0.908 2.059 1.649
H -3.386 1.005 0.983
C 0.033 -5.165 0.024
C -2.288 -1.601 2.894
H -4.134 -1.379 1.808
H 6.187 -0.800 -0.487
H 0.601 -4.944 2.103
H 3.462 1.254 2.223
H 0.450 0.750 -2.546
O -0.969 0.014 1.290
H 4.596 -2.360 3.568
Se 1.085 3.665 2.387
C 3.241 -0.309 -7.738
H -2.461 -5.258 1.030
H 2.104 -8.382 0.060
O -0.907 -1.270 -2.617
C 3.095 -1.632 -5.603
H 2.500 -3.453 1.576
C 2.539 -0.684 -6.468
H 3.736 -0.476 -0.842
C 0.795 3.926 -1.476
H -5.185 3.917 3.555
C 0.680 -5.535 1.200
C 0.624 -0.497 -5.000
C -3.417 -3.363 1.438
H -0.357 -0.096 -4.779
H -1.580 -4.315 2.218
Os 0.366 -0.755 0.064
H -2.717 -1.441 0.786
H -1.510 -2.354 3.025
H 4.511 0.000 2.877
H -0.395 -5.619 -2.042
C 2.672 0.274 4.001
S -1.354 -0.062 2.810
N 1.025 4.530 0.868
C 2.438 -2.025 -4.455
O 1.254 -1.335 -1.530
H 0.848 4.955 -1.810
C 1.436 -6.693 1.198
C -2.558 1.203 2.967
C 1.299 -0.127 -6.149
C 0.658 2.881 -2.337
H -5.081 2.767 1.377
C 2.838 -2.729 2.319
C 4.207 -3.106 2.874
H 0.850 0.590 -6.825
H -3.598 3.342 5.356
H 2.080 -2.683 3.104
C 0.111 -5.926 -1.139
H 1.621 0.506 3.825
H 4.322 -0.374 -7.628
H -4.025 -3.466 0.538
H -4.004 -3.790 2.255
C 0.802 2.265 0.356
C -3.172 -1.873 1.680
H 5.927 -1.288 1.182
H 5.565 0.364 0.670
H 4.132 -4.047 3.419
C 1.208 -1.440 -4.159
C -4.440 3.150 3.391
H 4.074 -2.134 -0.389
H 2.858 -2.784 -3.807
C -4.383 2.502 2.159
As 2.798 -1.008 1.410
C 1.518 -7.473 0.047
H 3.073 1.022 4.686
O -0.234 -2.571 0.610
H 0.596 3.034 -3.405
H 2.731 -0.688 4.512
H -1.876 1.601 4.976